(1)
C44H86Br18N4O2Si2 | ωB97M-V with the def2-TZVPD basis set

Values from the calculation:
* spin multiplicity: 1
* maximum force: 1.97 eV/A
* HOMO energy: -0.2885 Ha
* charge: 0
* frontier orbital gap: 8.2 eV
* E_LUMO: 0.0113 Eh

Element x y z (Å)
C 0.5778 -4.9717 2.9988
O -0.3477 -5.4867 3.9083
C -1.6750 -5.3373 3.4525
C -2.0216 -6.3014 2.3172
C -3.4548 -6.8178 2.4113
C -4.5456 -6.0609 1.6164
C -4.2296 -4.6292 1.1469
C -3.8218 -4.5895 -0.3269
C -3.7833 -3.1790 -0.9341
C -3.1711 -2.0971 -0.0452
C -2.6904 -0.9290 -0.9291
C -2.7854 0.4168 -0.2163
Si -1.4417 0.7105 1.0664
N -1.9147 -0.0243 2.5819
O 0.0235 0.0478 0.7157
Si 0.8201 0.5070 -0.6731
C 0.0369 1.9754 -1.5115
C 0.9407 2.3442 -2.7233
C 0.5671 1.5277 -3.9732
C 0.7009 3.8273 -2.9990
N 0.8207 -0.7481 -1.8740
C 1.1269 -1.9354 -1.5653
C 2.3803 -2.2930 -0.8180
C 0.2871 -3.1026 -2.0024
N 2.4431 0.9171 -0.3042
C 2.7383 1.7241 0.6382
C 2.6876 1.3557 2.0787
C 3.2364 3.1083 0.3352
C -1.3114 2.5627 1.4076
C -2.4407 3.3549 1.3341
C -2.3418 4.7145 1.5515
C -1.0946 5.2188 1.8265
C -0.0268 4.3540 1.9119
N -0.0931 3.0464 1.7133
H 0.2532 -4.0085 2.6034
H 1.5091 -4.8117 3.5263
H 0.7340 -5.6379 2.1521
H -2.3362 -5.5022 4.2944
H -1.7911 -4.2991 3.1318
H -1.7836 -5.8897 1.3441
H -1.3625 -7.1525 2.4662
H -3.7400 -6.8031 3.4583
H -3.4597 -7.8478 2.0747
H -4.7817 -6.6284 0.7222
H -5.4525 -6.0354 2.2111
H -3.5328 -4.1177 1.7982
H -5.1604 -4.0647 1.1933
H -2.8927 -5.1071 -0.5523
H -4.5978 -5.1421 -0.8504
H -3.1259 -3.2094 -1.8013
H -4.7555 -2.8773 -1.3133
H -3.8907 -1.7286 0.6782
H -2.3036 -2.5362 0.4427
H -1.7090 -1.1232 -1.3492
H -3.3746 -0.9064 -1.7768
H -3.7353 0.4223 0.3192
H -2.8493 1.2588 -0.8999
H -2.9016 0.0684 2.7723
H -1.6513 -1.0013 2.5961
H -0.9529 1.7791 -1.9100
H 0.0234 2.8453 -0.8619
H 1.9866 2.2123 -2.4771
H 0.4290 2.2031 -4.8118
H -0.3653 0.9986 -3.8174
H 1.3513 0.8115 -4.1686
H 1.1875 4.1613 -3.9111
H -0.3645 4.0136 -3.1174
H 1.0345 4.4429 -2.1671
H 2.3044 -2.0785 0.2413
H 3.2179 -1.7536 -1.2631
H 2.5782 -3.3520 -0.9340
H -0.4857 -2.7275 -2.6603
H 0.8841 -3.8628 -2.4938
H -0.1799 -3.5193 -1.1136
H 1.8310 0.7391 2.3183
H 3.5997 0.8103 2.3134
H 2.6798 2.2329 2.7129
H 2.4237 3.8209 0.4174
H 4.0561 3.3707 0.9978
H 3.6454 3.0939 -0.6670
H -3.3947 2.9091 1.1052
H -3.2179 5.3354 1.4793
H -0.9475 6.2695 1.9780
H 0.9447 4.7582 2.1553
Br 3.9561 0.0799 -2.8768
C 4.8267 -0.6364 -4.4635
C 6.0923 -1.3786 -4.1286
Br 7.5549 -0.1675 -3.7024
H 5.0016 0.2002 -5.1324
H 4.1012 -1.3139 -4.9121
H 6.4358 -1.9549 -4.9845
H 5.9729 -2.0351 -3.2735
Br 2.2875 0.3617 -6.9219
C 0.9081 0.0448 -8.2526
C -0.4610 0.3373 -7.7013
Br -1.0571 -1.0770 -6.5085
H 1.0106 -0.9850 -8.5787
H 1.1415 0.7110 -9.0798
H -1.1943 0.3742 -8.5035
H -0.4917 1.2625 -7.1352
Br 0.9438 7.3069 -3.8846
C 1.2142 7.5539 -5.7931
C -0.0289 7.2458 -6.5834
Br -0.3399 5.3308 -6.7320
H 2.0523 6.9255 -6.0745
H 1.4876 8.5996 -5.9138
H 0.0730 7.6022 -7.6056
H -0.9201 7.6723 -6.1363
Br 2.5012 -3.7773 -5.8267
C 3.0204 -3.5632 -7.6847
C 1.8949 -3.9209 -8.6177
Br 1.6503 -5.8439 -8.7594
H 3.9030 -4.1740 -7.8402
H 3.2811 -2.5111 -7.7911
H 2.1180 -3.5824 -9.6273
H 0.9439 -3.5081 -8.2943
Br 1.4244 10.8410 -1.1101
C -0.2585 10.1201 -0.4602
C -0.0466 9.0833 0.6106
Br 0.5591 7.3956 -0.1377
H -0.7827 9.7223 -1.3227
H -0.8049 10.9712 -0.0606
H -0.9871 8.8601 1.1112
H 0.6919 9.3845 1.3454
Br 6.4398 0.2342 7.0601
C 5.3700 -0.1854 5.4922
C 6.0340 0.2428 4.2143
Br 5.9074 2.1660 3.9470
H 4.4077 0.2984 5.6275
H 5.2410 -1.2642 5.5119
H 5.5168 -0.2011 3.3659
H 7.0875 -0.0106 4.1680
Br 1.9108 0.4795 6.5229
C 1.0032 -1.2365 6.3548
C 1.4086 -2.1998 7.4370
Br 3.1740 -2.9526 7.1217
H 1.2228 -1.6112 5.3608
H -0.0568 -1.0055 6.4279
H 0.7331 -3.0515 7.4603
H 1.4444 -1.7312 8.4133
Br 3.2169 2.9399 9.8985
C 1.3155 2.6907 10.2080
C 1.0476 1.5789 11.1870
Br 1.3086 -0.1600 10.3597
H 0.8645 2.5046 9.2387
H 0.9554 3.6375 10.6035
H 0.0094 1.5973 11.5098
H 1.6969 1.6139 12.0547
Br -7.5750 -4.9794 -0.6847
C -8.9798 -4.2098 0.4130
C -8.4607 -3.1208 1.3118
Br -7.4793 -3.8314 2.8346
H -9.4267 -5.0270 0.9684
H -9.7060 -3.8050 -0.2878
H -9.2899 -2.5630 1.7405
H -7.7904 -2.4385 0.7996


(2)
C6H24N12O6 | ωB97M-V with the def2-TZVPD basis set

Values from the calculation:
* spin multiplicity: 1
* maximum force: 9.18 eV/A
* HOMO energy: -0.3210 Ha
* charge: 0
* ΔE to the lowest compared entry with this formula, charge and spin: 403.63 kJ/mol
* frontier orbital gap: 9.1 eV
* E_LUMO: 0.0138 Eh

Element x y z (Å)
C -3.4575 -1.1009 -1.3393
O -4.2665 -1.9321 -1.0141
N -2.1408 -1.2999 -1.2486
N -3.7580 0.1264 -1.7485
H -1.5157 -0.5615 -1.5388
H -1.8729 -2.1553 -0.7832
H -2.9855 0.7700 -1.8448
H -4.6958 0.4207 -1.9808
C -3.6562 1.7514 1.7755
O -2.5107 1.3950 1.6537
N -4.2038 2.7877 1.2050
N -4.4629 1.1174 2.5064
H -5.1581 2.8115 0.8751
H -3.5426 3.4333 0.7975
H -4.1980 0.1932 2.8161
H -5.3966 1.4910 2.5991
C 5.1219 1.2478 1.2138
O 5.9522 2.1246 1.1107
N 4.4159 0.7617 0.2802
N 4.7118 0.6899 2.2961
H 4.6668 1.0040 -0.6676
H 3.6853 0.0832 0.4417
H 3.9490 0.0678 2.0698
H 5.3060 0.5679 3.1036
C -0.8967 1.3882 -3.6035
O -1.3317 2.0956 -2.6894
N -1.6323 0.8324 -4.6145
N 0.2841 0.8977 -3.4932
H -2.6228 1.0301 -4.6140
H -1.1862 0.1677 -5.2303
H 0.8077 0.5098 -4.2649
H 0.9766 0.9994 -2.7650
C 0.7396 0.2791 0.0158
O 1.6566 0.0723 -0.6541
N 0.5373 -0.3779 1.0797
N -0.1628 1.1381 -0.1282
H 1.3350 -0.8847 1.4359
H -0.2570 -0.0676 1.6210
H -0.1211 1.6883 -0.9742
H -0.8984 1.2025 0.5608
C 2.8804 -2.7885 2.1048
O 2.8050 -1.6095 2.3849
N 2.2728 -3.3064 1.0768
N 3.3518 -3.7626 2.8142
H 2.4742 -4.2749 0.8726
H 1.6899 -2.7352 0.4818
H 3.4613 -4.6354 2.3180
H 3.8493 -3.6534 3.6864